ORCA calculation (ωB97M-V/def2-TZVPD) on an isolated ion of composition C8H17FN and charge +1.

The geometry in XYZ format:
```
27
Properties=species:S:1:pos:R:3:mulliken_spin:R:1
C -2.4190 0.8223 0.7928 1.058
C -1.0964 0.8110 0.8129 0.571
C 1.8908 1.1273 -0.2388 -0.006
C 1.2821 -0.8432 -1.7015 0.006
C -0.2585 1.1349 -1.7393 0.084
C 0.4647 -1.0588 1.2701 -0.084
C -0.1692 -0.2598 0.2110 0.375
C 0.8086 0.3288 -0.9225 0.000
N -0.7595 -1.5945 2.0768 0.007
F -1.1301 -1.1631 -0.4235 0.004
H -2.7708 1.6857 1.4304 -0.005
H -3.0183 0.0076 0.3639 -0.005
H -0.4540 1.3914 1.3587 -0.029
H 1.3590 1.7875 0.3816 0.000
H 2.3133 1.6341 -1.0150 -0.001
H 2.5700 0.6215 0.4269 0.000
H 0.4611 -1.4516 -1.9622 0.002
H 2.2443 -1.3758 -1.4180 0.000
H 1.4169 -0.5609 -2.7341 0.004
H -1.1495 0.5935 -2.0075 -0.001
H -0.3723 2.0533 -1.2569 -0.014
H 0.1037 1.4710 -2.6839 0.004
H 1.0346 -0.4035 1.8456 -0.001
H 0.9578 -1.9169 0.7926 0.019
H -0.6560 -2.2005 2.7750 -0.003
H -1.4598 -1.8864 1.2361 -0.007
H -1.1935 -0.7549 2.3286 0.023
```

spin multiplicity: 3
HOMO-LUMO gap (spin up / spin down): 6.500 / 8.084 eV
total charge: +1
HOMO energy (spin up / spin down): -9.70 / -14.72 eV
LUMO level (spin up / spin down): -3.2 / -6.6 eV
E: -12765.6685 eV
⟨S²⟩: 2.006